Entry 1:
A 2-piece molecular cluster, C2H9NS2 overall, computed with wB97M-V/def2-TZVPD.

E_LUMO ... 0.3 eV
HOMO level ... -8.877 eV
Gap between HOMO and LUMO ... 9.20 eV
SMILES string ... CCN.SS
Energy above the lowest of the compared OMol25 structures with the same formula, charge and spin ... 58.4 kJ/mol

Geometry (Å):
1 C 0.32736 -0.50447 1.65737
2 C 0.76775 -0.11556 0.24802
3 N 2.21523 -0.30242 0.02387
4 H -0.52508 -1.18156 1.59853
5 H 1.12121 -1.07576 2.12702
6 H 0.03916 0.34982 2.26328
7 H 0.27943 -0.72563 -0.50460
8 H 0.48691 0.90959 0.00197
9 H 2.43736 -0.65514 -0.88839
10 H 2.77677 0.45840 0.36257
11 S -2.75458 -0.13274 -1.03694
12 S -1.76256 0.82705 -2.56238
13 H -3.99140 0.21716 -1.39976
14 H -1.41755 1.93125 -1.89054

Entry 2:
A 2-piece molecular cluster, CH3IOS2 overall, computed with wB97M-V/def2-TZVPD.

E_LUMO (spin up / spin down) ... -2.6 / -2.6 eV
HOMO level (spin up / spin down) ... -9.577 / -9.562 eV
Gap between HOMO and LUMO (spin up / spin down) ... 6.94 / 6.93 eV
Energy above the lowest of the compared OMol25 structures with the same formula, charge and spin ... 338.6 kJ/mol

Geometry (Å):
1 C -0.27621 0.41425 -0.60751
2 O -1.68950 -1.15843 -2.01104
3 S -1.67376 -3.59738 0.59106
4 S -1.57625 -0.76947 -0.62752
5 I -3.30577 0.84173 0.11714
6 H 0.75294 -0.17761 -0.55739
7 H -0.43183 0.86792 -1.50582
8 H -0.40753 1.07038 0.24234

Entry 3:
C5H8N2 in the gas phase, computed with wB97M-V/def2-TZVPD.

E_LUMO ... 0.9 eV
HOMO level ... -6.618 eV
Gap between HOMO and LUMO ... 7.50 eV
SMILES string ... NN1C=CC=CC1
Energy above the lowest of the compared OMol25 structures with the same formula, charge and spin ... 361.3 kJ/mol

Geometry (Å):
1 N -2.16031 -0.18726 0.21119
2 N -0.78934 -0.15224 -0.02916
3 C -0.10480 -1.29502 -0.17530
4 C 1.46481 -1.25195 -0.12285
5 C 1.94595 0.02226 0.10068
6 C 1.23240 1.15351 0.14607
7 C -0.23758 1.26952 -0.08973
8 H -2.50514 -0.27007 1.19257
9 H -2.37141 -1.07057 -0.25529
10 H -0.69915 -2.19653 -0.26109
11 H 2.10376 -2.02112 -0.39002
12 H 3.06391 0.04458 0.38263
13 H 1.76948 2.02528 0.41215
14 H -0.70839 1.79995 0.76096
15 H -0.64452 1.59166 -1.01128

Entry 4:
C26H41BrN6P2Ti as an isolated structure, computed with wB97M-V/def2-TZVPD.

E_LUMO ... -15.2 eV
Total charge ... +4
HOMO level ... -20.129 eV
Gap between HOMO and LUMO ... 4.91 eV

Geometry (Å):
1 C 0.80838 -0.82167 -4.74139
2 C 1.34996 0.08722 -3.78721
3 C 1.59222 1.42961 -4.21441
4 C 1.28474 1.76156 -5.53203
5 N 0.76884 0.90441 -6.40318
6 C 0.55956 -0.34901 -6.02936
7 C 1.65807 -0.32650 -2.49549
8 C 1.67157 -0.64464 -1.27473
9 C 2.57881 -1.11255 -0.27911
10 C 2.16360 -1.61639 1.02468
11 C 2.88481 -0.95459 2.12744
12 C 4.22321 -0.78241 1.78945
13 C 4.80273 -1.08813 0.54454
14 C 3.95649 -1.21625 -0.55087
15 Ti 0.72294 -0.28865 1.11668
16 P -1.25314 0.51767 -0.73910
17 H 1.97769 2.16831 -3.51024
18 H 0.57563 -1.84688 -4.45932
19 H 1.45612 2.77145 -5.86951
20 H 0.15870 -1.02261 -6.76846
21 H 4.28033 -1.31567 -1.58238
22 H 1.74345 -2.63825 1.06811
23 H 5.88670 -1.14792 0.45110
24 H 2.57125 -0.77681 3.16197
25 C -2.83949 0.84938 0.20338
26 C -3.99773 1.62870 -0.42474
27 H -2.52680 1.36874 1.11940
28 H -3.17965 -0.13879 0.54876
29 H -4.76889 1.75337 0.34504
30 H -3.72087 2.65210 -0.71568
31 H -4.49390 1.11885 -1.25975
32 C -1.13908 2.03342 -1.82624
33 C -1.87890 2.10423 -3.16269
34 H -0.06644 2.14721 -2.03078
35 H -1.42226 2.89712 -1.20287
36 H -1.60332 3.03096 -3.68135
37 H -1.56765 1.30190 -3.84797
38 H -2.97045 2.11224 -3.07760
39 C -1.84191 -0.77580 -1.95005
40 C -3.26313 -0.74091 -2.51338
41 H -1.71266 -1.72342 -1.41587
42 H -1.09559 -0.79120 -2.75091
43 H -3.39174 -1.62724 -3.14985
44 H -4.02812 -0.82459 -1.73121
45 H -3.47998 0.11944 -3.16190
46 Br 5.49365 -0.11974 3.11316
47 P 0.71325 2.19920 1.66888
48 C -0.45105 3.53931 1.29288
49 C -0.66430 4.57257 2.38693
50 H -1.39666 3.03168 1.04270
51 H -0.10226 4.03719 0.37684
52 H -1.43209 5.29273 2.07733
53 H -1.00510 4.13475 3.32417
54 H 0.24003 5.14463 2.60407
55 C 0.62270 1.76607 3.46612
56 C 1.54714 2.53316 4.41840
57 H 0.81662 0.67920 3.57071
58 H -0.42369 1.91281 3.77759
59 H 1.38109 2.18323 5.44882
60 H 2.61062 2.38391 4.18625
61 H 1.33951 3.60962 4.41106
62 C 2.42653 2.69985 1.26814
63 C 2.75024 4.17311 1.49082
64 H 2.55614 2.43421 0.20711
65 H 3.13276 2.05796 1.81458
66 H 3.78525 4.37461 1.17611
67 H 2.10160 4.83605 0.91387
68 H 2.66403 4.46560 2.54162
69 N -3.24276 -2.92949 3.23790
70 N -2.47558 -2.85504 2.10331
71 N -1.68394 -3.92313 1.79172
72 C -0.65272 -3.30850 1.18789
73 N -0.68441 -1.96262 1.30619
74 N -1.82228 -1.65851 1.93673
75 H -3.94316 -2.19019 3.22600
76 H -3.59709 -3.87450 3.34743
77 H 0.15901 -3.81726 0.68192

Entry 5:
A 2-piece molecular cluster, Cl2HN3 overall, computed with wB97M-V/def2-TZVPD.

E_LUMO (spin up / spin down) ... -1.5 / -2.1 eV
HOMO level (spin up / spin down) ... -9.710 / -9.745 eV
Gap between HOMO and LUMO (spin up / spin down) ... 8.26 / 7.64 eV
Energy above the lowest of the compared OMol25 structures with the same formula, charge and spin ... 107.0 kJ/mol

Geometry (Å):
1 N -1.09640 0.87917 -1.40724
2 N 0.72250 0.14436 0.73073
3 N -0.77121 0.23763 -0.53028
4 Cl 2.18291 0.68145 0.40215
5 Cl -1.84017 -1.14775 0.20975
6 H 0.80236 -0.79485 0.59489

Entry 6:
C6H11N3 in the gas phase, computed with wB97M-V/def2-TZVPD.

E_LUMO ... 0.4 eV
HOMO level ... -9.423 eV
Gap between HOMO and LUMO ... 9.81 eV
SMILES string ... [H]/N=C\N=C\N1[C@H](C)[C@@H]1C
Energy above the lowest of the compared OMol25 structures with the same formula, charge and spin ... 551.6 kJ/mol

Geometry (Å):
1 H -1.03744 -3.85657 -0.61665
2 N 0.01525 -4.04348 -0.59131
3 C 0.51106 -2.82577 -0.75326
4 N -0.35050 -1.61129 -0.83046
5 C 0.39144 -0.50753 -0.89409
6 N -0.47971 0.64131 -1.22691
7 C -0.09548 1.78190 -0.42712
8 C 1.36597 1.94493 0.24619
9 C -1.18946 0.92706 0.10843
10 C -1.18007 0.29528 1.43985
11 H 1.79849 -2.58065 -0.62930
12 H 1.54691 -0.41421 -0.95308
13 H -0.37955 2.49201 -1.19969
14 H 1.17109 2.70083 1.05317
15 H 2.06477 2.53367 -0.70003
16 H 1.56278 0.96205 0.80201
17 H -2.25837 1.36448 -0.06441
18 H -1.60409 0.93649 2.29435
19 H -1.68847 -0.78910 1.39919
20 H -0.16462 0.04859 1.54311

Calculated values (Ha) of total energy for the records, taken in order: -932.70181, -1209.06411, -304.69788, -5448.21389, -1085.07051, -399.28513.